# 1
{"formula": "C17H24Br42O2P", "method": "ωB97M-V/def2-TZVPD", "charge": 1, "relative_energy_ev": 0.000, "energy_ha": -109262.0997, "homo_lumo_gap_ev": 7.73, "symbols": ["C", "C", "O", "C", "O", "P", "H", "H", "H", "H", "H", "H", "H", "H", "H", "H", "C", "Br", "Br", "Br", "H", "C", "Br", "Br", "Br", "H", "C", "Br", "Br", "Br", "H", "C", "Br", "Br", "Br", "H", "C", "Br", "Br", "Br", "H", "C", "Br", "Br", "Br", "H", "C", "Br", "Br", "Br", "H", "C", "Br", "Br", "Br", "H", "C", "Br", "Br", "Br", "H", "C", "Br", "Br", "Br", "H", "C", "Br", "Br", "Br", "H", "C", "Br", "Br", "Br", "H", "C", "Br", "Br", "Br", "H", "C", "Br", "Br", "Br", "H"], "xyz": [[4.5610, -2.6335, -2.9682], [3.6521, -3.4270, -2.0605], [4.4956, -4.2636, -1.2877], [2.7059, -4.3311, -2.8370], [1.3782, -4.4426, -2.2739], [0.5944, -3.0719, -2.2853], [5.5184, -2.4880, -2.5493], [4.0764, -1.6625, -3.0979], [4.6407, -3.0573, -3.9441], [3.1739, -2.7511, -1.3754], [4.0590, -4.3508, -0.4721], [2.6932, -4.0926, -3.8816], [3.1254, -5.3053, -2.7881], [-0.5657, -3.2094, -1.5412], [0.2029, -2.7094, -3.5869], [1.3029, -2.0048, -1.7534], [-1.4670, 0.7242, -0.6724], [-0.1340, 1.9949, -0.1307], [-3.1316, 1.5618, -1.1234], [-0.8646, -0.3725, -2.1664], [-1.6391, 0.0661, 0.1619], [-2.6394, 6.7637, -0.2505], [-3.8220, 8.2370, -0.5997], [-0.8565, 7.1498, -0.8722], [-2.6503, 6.2490, 1.6121], [-3.0024, 5.9195, -0.8130], [-6.1073, 3.8145, 0.3645], [-6.7073, 2.7046, 1.8142], [-6.2790, 2.9251, -1.3425], [-7.0117, 5.5065, 0.3589], [-5.0615, 4.0115, 0.5274], [6.5162, 0.7428, -3.9712], [5.7463, 1.5888, -5.5174], [5.2484, 0.6209, -2.5189], [7.2715, -0.9760, -4.3948], [7.3211, 1.3707, -3.6342], [9.1201, -4.3075, -2.4295], [10.8520, -3.6951, -1.8580], [8.8934, -4.1264, -4.3346], [8.7630, -6.1042, -1.8410], [8.3896, -3.6710, -1.9629], [0.7892, -3.8441, 2.2849], [2.5499, -3.2279, 2.7711], [0.5393, -3.7791, 0.3545], [0.4087, -5.5840, 2.9800], [0.0760, -3.1619, 2.7191], [-0.7540, -1.1480, 7.1533], [-0.5513, 0.7198, 7.5698], [-0.1809, -2.2789, 8.6026], [-2.5499, -1.5563, 6.5946], [-0.1102, -1.3543, 6.3231], [0.8321, 0.1155, 11.5669], [2.3619, 0.7760, 10.5963], [1.3305, -0.5821, 13.2895], [-0.5572, 1.4432, 11.7102], [0.4284, -0.7025, 10.9993], [7.3096, -7.6704, -6.4847], [8.5646, -6.8665, -7.7009], [8.1963, -8.6154, -5.0634], [6.0569, -6.3725, -5.8027], [6.7436, -8.3933, -7.0428], [-11.1490, 7.0735, -0.1222], [-9.9241, 8.1056, 0.9463], [-10.2739, 6.4791, -1.7289], [-11.9246, 5.6167, 0.8670], [-11.9539, 7.7239, -0.4120], [1.8283, 4.3517, -2.9337], [2.7101, 5.8316, -2.0745], [0.1783, 4.8875, -3.7620], [2.9949, 3.4453, -4.1714], [1.5793, 3.6481, -2.1666], [-3.5760, -7.6718, 2.0098], [-2.3180, -6.9971, 0.7138], [-2.6807, -8.5620, 3.4616], [-4.7568, -6.2882, 2.6370], [-4.1819, -8.4058, 1.5103], [-6.6539, 9.0256, -3.7379], [-7.2980, 9.0396, -1.9216], [-5.9111, 10.7273, -4.2428], [-5.4152, 7.5824, -4.0527], [-7.5044, 8.8511, -4.3714], [-3.5177, 2.5052, 4.9983], [-3.7242, 0.9581, 3.8659], [-1.8874, 3.4531, 4.6049], [-5.0490, 3.6635, 4.9514], [-3.4365, 2.1410, 6.0077]], "forces_ev_per_angstrom": [[-1.908, 0.641, -0.356], [1.420, -0.755, -0.182], [0.620, 0.106, -0.893], [0.725, 0.252, -0.036], [-0.758, 0.939, -0.419], [-0.369, -0.016, -0.902], [0.891, 0.107, 0.549], [0.303, -0.032, -0.254], [0.305, -0.515, -0.708], [-0.602, 0.382, 0.298], [-0.516, -0.616, 1.956], [-0.618, 0.476, -0.702], [0.219, -0.925, 0.180], [-0.172, -0.165, -0.507], [0.260, -0.125, 0.053], [0.179, -0.101, -0.169], [-0.139, 0.378, 0.102], [-0.007, -0.098, -0.078], [0.083, -0.062, 0.064], [-0.149, 0.323, -0.210], [-0.004, -0.184, 0.067], [0.062, 0.250, 0.062], [0.009, -0.074, 0.127], [-0.045, -0.074, 0.107], [-0.049, -0.058, -0.112], [-0.021, -0.104, -0.082], [-0.216, 0.093, 0.098], [-0.035, -0.075, -0.190], [0.004, 0.029, 0.010], [0.011, 0.012, -0.045], [0.209, -0.013, 0.001], [-0.151, -0.112, -0.132], [0.038, -0.093, 0.007], [0.171, 0.430, 0.077], [0.042, 0.100, 0.001], [0.128, 0.122, 0.105], [0.137, -0.074, -0.009], [-0.068, -0.039, -0.044], [0.045, -0.086, -0.005], [0.011, 0.066, -0.043], [-0.139, 0.116, 0.073], [0.294, -0.114, 0.461], [-0.150, -0.041, -0.146], [-0.019, -0.481, 2.095], [0.064, 0.100, -0.101], [-0.091, 0.127, -0.102], [-0.188, 0.140, 0.255], [-0.027, -0.060, 0.021], [-0.030, 0.024, -0.033], [0.037, -0.032, 0.049], [0.216, -0.081, -0.256], [0.073, 0.166, 0.131], [-0.096, -0.017, 0.050], [-0.009, 0.048, -0.061], [0.097, -0.049, -0.018], [-0.083, -0.136, -0.138], [0.223, 0.063, 0.091], [-0.050, 0.006, 0.082], [-0.035, 0.071, -0.053], [-0.044, 0.000, 0.002], [-0.134, -0.118, -0.104], [0.218, -0.159, 0.007], [-0.018, 0.018, 0.103], [-0.126, -0.102, -0.038], [0.092, 0.064, -0.044], [-0.132, 0.145, -0.054], [0.059, 0.254, -0.241], [-0.024, -0.043, -0.051], [0.037, -0.068, -0.064], [-0.064, 0.062, 0.097], [-0.088, -0.247, 0.255], [0.050, 0.137, 0.189], [-0.033, -0.020, -0.066], [0.001, 0.071, -0.054], [0.078, -0.033, -0.021], [-0.096, -0.134, -0.113], [0.145, 0.069, 0.131], [0.049, 0.007, -0.061], [0.008, -0.085, 0.044], [-0.064, 0.025, -0.019], [-0.161, -0.040, -0.112], [0.023, 0.108, -0.010], [-0.041, 0.083, -0.086], [-0.063, -0.022, -0.040], [0.123, -0.019, 0.008], [0.076, -0.114, 0.159]], "mulliken_charge": [-1.31, 0.65, -0.55, -1.08, -0.29, 0.03, 0.43, 0.15, 0.24, 0.57, 0.25, 0.52, 0.42, 0.25, 0.19, 0.20, -0.38, 0.05, 0.14, -0.02, 0.36, -0.29, 0.04, 0.01, 0.01, 0.22, -0.07, -0.04, -0.08, 0.14, 0.06, -0.32, -0.04, -0.07, 0.03, 0.41, -0.20, 0.00, -0.03, -0.02, 0.24, -0.44, -0.01, 0.20, 0.06, 0.38, -0.23, 0.01, -0.05, -0.04, 0.30, 0.09, -0.01, -0.03, -0.01, -0.07, -0.38, 0.00, 0.01, 0.02, 0.34, -0.29, -0.06, -0.02, -0.01, 0.36, 0.09, -0.02, 0.00, 0.01, -0.07, -0.32, -0.01, 0.00, 0.00, 0.33, -0.37, 0.02, -0.01, -0.01, 0.36, -0.22, 0.01, 0.01, -0.02, 0.26]}

# 2
{"formula": "C3H5NO", "method": "ωB97M-V/def2-TZVPD", "charge": 0, "relative_energy_ev": 6.967, "energy_ha": -247.0512, "homo_lumo_gap_ev": 9.13, "symbols": ["C", "C", "C", "N", "O", "H", "H", "H", "H", "H"], "xyz": [[1.3878, -0.7688, 0.3456], [-0.7942, 1.0579, -0.5371], [0.0035, 0.5096, 0.6538], [-1.2109, 0.2550, 0.5583], [-2.0981, -0.4194, 0.9392], [1.8631, -0.4205, -0.5960], [2.1072, -1.1494, 1.0146], [-0.8818, 0.4979, -1.5057], [-1.2308, 2.1780, -0.6933], [0.8541, -1.7405, -0.1795]], "forces_ev_per_angstrom": [[-4.250, -0.210, -3.599], [-1.314, 2.685, -1.996], [5.960, -1.970, -1.716], [0.141, 0.515, 0.237], [-3.179, -2.146, 1.004], [-0.089, 0.676, 1.015], [0.360, 0.325, 1.476], [0.307, 0.343, 0.816], [1.459, -2.533, 0.849], [0.604, 2.315, 1.914]], "mulliken_charge": [-0.81, -0.36, 0.06, 0.51, -0.66, 0.27, 0.33, 0.22, 0.19, 0.24]}

# 3
{"formula": "C19H28AuI2N3O", "method": "ωB97M-V/def2-TZVPD", "charge": -2, "energy_ha": -1711.2148, "s2": 2.01, "spin_multiplicity": 3, "homo_lumo_gap_ev": [1.86, 4.17], "symbols": ["C", "I", "H", "H", "H", "C", "C", "N", "H", "I", "N", "H", "Au", "C", "O", "C", "C", "H", "H", "H", "C", "H", "H", "H", "C", "C", "C", "C", "C", "C", "C", "C", "C", "C", "C", "C", "N", "H", "H", "H", "H", "H", "H", "H", "H", "H", "H", "H", "H", "H", "H", "H", "H", "H"], "xyz": [[1.4457, -3.4357, -2.8115], [1.7754, -2.9846, -0.7243], [2.2518, -2.9342, -3.3543], [0.4643, -3.0970, -3.1373], [1.5500, -4.5217, -2.9036], [-1.4084, 2.6262, -2.8288], [-0.4549, 0.9331, -1.7003], [-1.5414, 1.7213, -1.7834], [0.2600, 2.8666, -4.2399], [1.7913, 1.4494, 0.7249], [0.3709, 1.3596, -2.6801], [-2.1757, 3.3353, -3.0733], [0.0037, -0.3426, -0.1864], [-1.2081, -1.4255, -1.2776], [-2.2047, -1.9385, -1.5610], [-0.2224, 2.3879, -3.4045], [1.6768, 0.8197, -2.9911], [2.3251, 0.8842, -2.1091], [2.1157, 1.4108, -3.8046], [1.5879, -0.2320, -3.2997], [-2.7075, 1.6734, -0.9121], [-3.5405, 2.1902, -1.4106], [-2.4934, 2.1812, 0.0424], [-2.9919, 0.6296, -0.7250], [1.9503, -4.7817, 3.6190], [1.1925, -3.7723, 2.7441], [0.1108, -4.5043, 1.9353], [0.6093, -2.6213, 3.5420], [0.6057, -2.6073, 4.9265], [-0.0360, -1.5930, 5.6547], [-0.6202, -0.5209, 4.9727], [-0.5900, -0.4262, 3.6029], [-1.3083, 0.7702, 2.9690], [-2.8309, 0.6484, 3.1342], [-0.8270, 2.1111, 3.5231], [0.0406, -1.4896, 2.7892], [0.1440, -1.5371, 1.4941], [1.2412, -5.2454, 4.3173], [2.7545, -4.3027, 4.1901], [2.3933, -5.5831, 3.0154], [1.8895, -3.3207, 2.0153], [-0.6195, -4.9838, 2.6026], [-0.4094, -3.7865, 1.2953], [0.5668, -5.2847, 1.3202], [1.0974, -3.4076, 5.4894], [-0.0927, -1.6409, 6.7432], [-1.1065, 0.2754, 5.5433], [-1.0313, 0.7410, 1.9055], [-3.0840, 0.6979, 4.2042], [-3.3638, 1.4621, 2.6240], [-3.1871, -0.3099, 2.7320], [0.2629, 2.1701, 3.4224], [-1.2657, 2.9308, 2.9396], [-1.1314, 2.2305, 4.5723]], "forces_ev_per_angstrom": [[0.725, -0.338, 0.006], [0.002, -0.245, -0.824], [-0.204, -0.100, -0.036], [-0.010, 0.069, 0.191], [-0.083, 0.276, -0.086], [-0.394, -0.119, 0.191], [0.912, 1.587, -0.817], [-0.311, 0.265, -0.474], [0.005, -0.100, 0.072], [0.605, 0.486, 0.306], [-0.807, 0.458, -0.504], [-0.072, 0.034, 0.015], [-0.371, 0.770, 2.904], [-1.055, -3.076, -1.382], [-0.011, 0.835, 0.555], [0.527, -0.245, 0.267], [0.522, -0.406, 0.004], [-0.183, -0.036, -0.167], [-0.180, -0.222, 0.193], [0.074, 0.306, 0.047], [-0.057, 0.012, 0.291], [0.295, -0.199, 0.109], [-0.045, -0.303, -0.293], [0.116, 0.360, 0.025], [-0.111, 0.086, -0.142], [0.178, 0.148, 0.102], [-0.087, -0.021, 0.181], [-0.124, 0.229, 0.241], [-0.357, 0.112, -0.101], [0.050, 0.137, 0.486], [0.226, -0.471, 0.246], [-0.039, -0.121, -0.384], [0.401, -0.532, -0.086], [0.112, -0.158, -0.107], [0.058, -0.077, -0.188], [-0.406, 1.109, 0.529], [0.450, -0.689, -1.399], [0.204, -0.007, 0.010], [-0.141, -0.072, -0.029], [-0.077, 0.139, -0.037], [-0.120, -0.195, 0.231], [0.119, 0.094, 0.046], [0.081, -0.156, 0.095], [-0.042, 0.010, -0.086], [-0.244, 0.175, -0.218], [0.134, 0.016, -0.181], [0.056, -0.192, -0.015], [-0.329, 0.073, 0.172], [-0.015, -0.079, -0.234], [0.010, 0.005, 0.007], [0.052, 0.188, 0.121], [-0.230, 0.082, 0.187], [0.018, 0.049, 0.105], [0.176, 0.046, -0.148]], "mulliken_charge": [-0.20, -0.75, -0.11, 0.44, -0.04, -0.52, -1.50, 0.33, 0.35, -0.57, 1.16, 0.50, 1.22, -0.28, -0.25, -0.61, -1.02, 0.17, 0.42, 0.27, -0.75, 0.32, 0.20, 0.30, -1.99, 1.31, -1.02, 0.25, 0.02, -1.45, -0.16, 0.10, 2.21, -1.54, -1.63, -0.07, -0.71, 0.36, 0.40, 0.43, -0.28, 0.33, 0.22, 0.29, 0.27, 0.28, 0.15, -1.00, 0.37, 0.37, 0.34, 0.35, 0.37, 0.34]}